[1]
ORCA calculation (ωB97M-V with the def2-TZVPD basis set) on 8 unconnected molecules or ions with the total composition C40H102N6O14.

Positions of all 162 atoms, in Å:
C  0.723  2.036  -0.817
C  -0.035  2.002  0.474
C  -0.475  0.569  0.777
O  0.785  2.411  1.586
H  1.622  1.436  -0.684
H  0.979  3.043  -1.170
H  0.116  1.468  -1.554
H  -0.989  2.597  0.478
H  -1.304  0.282  0.108
H  -0.997  0.598  1.748
H  0.362  -0.118  0.705
H  1.132  3.281  1.351
C  4.032  1.943  1.965
O  3.082  0.967  1.825
H  4.074  2.596  1.082
H  3.872  2.569  2.843
H  5.029  1.564  2.167
H  2.199  1.361  1.856
C  -5.352  -7.201  1.989
O  -5.141  -7.329  0.621
C  -3.837  -7.868  0.377
C  -3.635  -7.867  -1.134
N  -3.831  -6.568  -1.771
C  -3.113  -5.475  -1.165
C  -3.168  -4.244  -2.088
O  -2.510  -3.177  -1.414
C  -2.592  -2.003  -2.160
H  -5.245  -8.138  2.577
H  -6.301  -6.718  2.188
H  -4.632  -6.549  2.481
H  -3.773  -8.897  0.734
H  -3.058  -7.267  0.822
H  -4.270  -8.640  -1.575
H  -2.611  -8.190  -1.323
H  -4.834  -6.342  -1.772
H  -2.060  -5.789  -1.062
H  -3.464  -5.187  -0.177
H  -4.220  -3.953  -2.245
H  -2.668  -4.467  -3.038
H  -2.174  -2.196  -3.145
H  -2.017  -1.251  -1.623
H  -3.624  -1.639  -2.195
C  -4.128  -1.051  1.549
O  -3.505  -1.472  2.768
C  -2.805  -2.701  2.642
C  -1.448  -2.506  1.913
N  -0.912  -3.761  1.538
C  0.360  -3.718  0.837
C  1.082  -5.065  0.768
O  0.179  -5.945  0.127
C  0.744  -7.175  -0.168
H  -3.461  -0.992  0.679
H  -4.582  -0.078  1.730
H  -4.955  -1.702  1.224
H  -3.416  -3.456  2.151
H  -2.730  -3.127  3.639
H  -0.789  -1.948  2.583
H  -1.539  -1.893  0.996
H  -1.554  -4.187  0.859
H  1.008  -2.957  1.328
H  0.197  -3.373  -0.192
H  1.401  -5.470  1.733
H  1.920  -4.953  0.062
H  0.136  -7.651  -0.921
H  0.863  -7.777  0.746
H  1.703  -7.045  -0.682
C  1.481  5.418  3.111
O  1.773  5.046  1.775
C  2.113  6.120  0.872
C  3.420  6.801  1.275
N  4.553  5.858  1.302
C  5.808  6.469  1.627
C  6.860  5.413  1.839
O  6.672  4.674  3.026
C  7.165  5.326  4.199
H  1.177  4.496  3.591
H  0.716  6.197  3.253
H  2.371  5.770  3.626
H  1.228  6.780  0.732
H  2.178  5.665  -0.110
H  3.309  7.434  2.159
H  3.637  7.574  0.538
H  4.416  5.201  2.077
H  5.722  7.195  2.419
H  6.085  7.123  0.804
H  7.852  5.837  1.728
H  6.820  4.699  1.021
H  6.707  6.304  4.370
H  8.248  5.431  4.226
H  6.952  4.705  5.072
C  1.151  0.147  -6.493
O  1.242  -0.180  -5.158
C  2.174  -1.213  -4.844
C  2.302  -1.307  -3.351
N  3.442  -2.173  -2.971
C  3.436  -2.469  -1.496
C  4.566  -3.391  -1.174
O  5.728  -2.756  -1.627
C  6.902  -3.491  -1.254
H  0.707  -0.706  -7.014
H  2.132  0.460  -6.854
H  0.451  0.966  -6.536
H  3.134  -0.931  -5.245
H  1.810  -2.171  -5.158
H  1.404  -1.791  -2.979
H  2.366  -0.304  -2.918
H  4.354  -1.739  -3.141
H  2.539  -3.035  -1.298
H  3.453  -1.565  -0.878
H  4.433  -4.343  -1.680
H  4.683  -3.590  -0.088
H  7.776  -2.959  -1.637
H  6.803  -4.481  -1.710
H  6.932  -3.567  -0.168
C  0.744  1.243  4.795
O  0.317  0.992  6.123
C  -0.423  -0.207  6.171
C  -1.810  -0.159  5.461
N  -2.756  0.793  6.061
C  -3.754  1.157  5.076
C  -3.341  2.014  3.846
O  -2.714  3.233  4.368
C  -1.978  3.950  3.414
H  1.071  0.342  4.292
H  1.559  1.957  4.827
H  0.023  1.804  4.197
H  -0.573  -0.358  7.228
H  0.114  -1.096  5.779
H  -2.202  -1.183  5.496
H  -1.620  0.025  4.392
H  -2.194  1.622  6.300
H  -4.568  1.672  5.589
H  -4.241  0.223  4.741
H  -4.236  2.330  3.305
H  -2.713  1.481  3.098
H  -1.559  4.817  3.910
H  -2.668  4.233  2.601
H  -1.186  3.335  2.985
C  -5.450  0.793  -6.035
O  -4.114  1.131  -5.788
C  -3.588  0.543  -4.652
C  -2.139  1.048  -4.472
N  -2.133  2.475  -4.279
C  -0.827  3.103  -4.363
C  -0.868  4.629  -4.302
O  -1.621  4.965  -5.437
C  -1.665  6.333  -5.628
H  -5.798  1.284  -6.919
H  -6.140  1.098  -5.262
H  -5.688  -0.259  -6.194
H  -3.516  -0.538  -4.740
H  -4.096  0.667  -3.710
H  -1.616  0.744  -5.383
H  -1.736  0.505  -3.611
H  -2.666  2.902  -5.037
H  -0.295  2.797  -5.265
H  -0.164  2.746  -3.569
H  0.164  5.059  -4.390
H  -1.282  4.907  -3.320
H  -2.107  6.925  -4.819
H  -2.325  6.636  -6.436
H  -0.654  6.693  -5.861

charge	0
strongest force on any atom	0.0445	hartree/bohr
energy above the lowest of the compared OMol25 structures with the same formula, charge and spin	24.3	kJ/mol
frontier orbital gap	9.1	eV
HOMO level	-8.6	eV

***

[2]
ORCA calculation (ωB97M-V with the def2-TZVPD basis set) on a molecular structure, C8H30AgCs3O15P.

Positions of all 58 atoms, in Å:
Ag  20.396  -11.891  12.959
Cs  22.861  -15.110  13.854
Cs  18.234  -12.992  9.639
Cs  19.459  -14.170  16.833
P  19.215  -14.365  12.817
O  18.204  -15.069  11.780
O  18.557  -12.984  13.205
O  20.631  -13.961  12.348
O  19.330  -15.277  14.049
O  17.110  -12.597  15.470
H  16.509  -13.337  15.386
H  17.737  -12.715  14.757
O  21.585  -14.184  10.125
H  21.253  -13.978  10.999
H  21.467  -15.131  10.041
O  17.143  -15.616  15.429
H  16.360  -15.686  14.883
H  17.872  -15.725  14.817
C  14.506  -14.348  11.489
C  15.321  -13.748  12.675
O  16.023  -12.531  12.337
O  15.518  -14.719  10.509
H  13.691  -13.713  11.141
H  14.075  -15.289  11.828
H  16.144  -14.364  13.036
H  14.705  -13.607  13.564
H  16.941  -12.778  12.471
H  16.312  -15.038  10.945
C  17.389  -17.357  9.625
C  17.256  -17.949  11.055
O  16.596  -17.152  12.020
O  18.451  -16.405  9.661
H  16.500  -16.961  9.133
H  17.849  -18.186  9.089
H  18.232  -18.318  11.370
H  16.586  -18.808  11.096
H  17.193  -16.417  12.181
H  18.313  -15.830  10.417
C  19.488  -18.258  15.213
C  20.037  -19.439  16.048
O  20.297  -18.961  17.336
O  20.505  -17.359  14.798
H  18.614  -17.812  15.689
H  18.931  -18.592  14.338
H  20.996  -19.911  15.834
H  19.311  -20.240  16.184
H  21.010  -19.477  17.718
H  19.978  -16.690  14.354
C  21.624  -17.569  9.797
C  21.644  -17.078  11.254
O  21.742  -18.069  12.149
O  21.031  -16.622  8.929
H  21.026  -18.481  9.807
H  22.631  -17.710  9.404
H  20.627  -16.717  11.411
H  22.405  -16.319  11.434
H  20.997  -17.918  12.736
H  20.092  -16.821  8.961

multiplicity	2
charge	+2
strongest force on any atom	0.0690	hartree/bohr
frontier orbital gap (alpha / beta)	7.9 / 3.4	eV
HOMO level (alpha / beta)	-14.5 / -14.5	eV

***

[3]
ORCA calculation (ωB97M-V with the def2-TZVPD basis set) on a gas-phase ion, C4H7N4 (charge +1).

Positions of all 15 atoms, in Å:
C  0.926  2.581  0.302
C  -1.210  -0.547  0.478
C  -0.145  -0.672  -0.594
C  0.982  -1.552  -0.041
N  -3.414  -0.859  -0.299
N  0.546  1.598  -0.259
N  -0.038  0.728  -0.836
N  -2.382  -0.630  0.023
H  0.490  3.091  1.245
H  1.704  3.212  -0.242
H  -0.820  -0.471  1.513
H  -0.446  -1.036  -1.580
H  1.956  -1.399  -0.402
H  0.764  -2.579  -0.295
H  1.085  -1.463  0.987

charge	+1
strongest force on any atom	0.1319	hartree/bohr
energy above the lowest of the compared OMol25 structures with the same formula, charge and spin	569.9	kJ/mol
frontier orbital gap (alpha / beta)	7.7 / 7.7	eV
HOMO level (alpha / beta)	-13.2 / -13.2	eV

***

[4]
ORCA calculation (ωB97M-V with the def2-TZVPD basis set) on a gas-phase ion, C3H3OS (charge +1).

Positions of all 8 atoms, in Å:
C  -0.897  0.640  1.300
C  0.372  -1.922  -0.773
C  0.522  1.047  -0.582
O  -0.240  1.014  0.385
S  0.813  -0.702  -1.545
H  -1.956  0.753  1.806
H  0.047  -2.484  0.107
H  1.338  1.653  -0.697

charge	+1
strongest force on any atom	0.0793	hartree/bohr
energy above the lowest of the compared OMol25 structures with the same formula, charge and spin	799.4	kJ/mol
frontier orbital gap (alpha / beta)	7.6 / 7.7	eV
HOMO level (alpha / beta)	-13.7 / -13.8	eV